The following is a quantum chemistry calculation of 3 unconnected molecules or ions with the total composition C17H40BIN3O9 at a distorted geometry, from the OMol25 dataset.

* LUMO: 2.5151 eV
* molecular weight: 568.24 u
* charge: -1

Each line ends with the Löwdin charge.
Geometry (Å):
C  -0.021  -4.398  2.296  -0.074
C  -0.786  -4.745  0.970  -0.259
O  -0.040  -5.520  0.042  -0.141
C  1.028  -4.774  -0.525  -0.147
C  0.669  -4.127  -1.913  -0.324
O  1.637  -3.206  -2.399  -0.035
B  1.410  -1.917  -1.739  -0.836
O  1.345  -0.685  -2.614  -0.036
N  0.823  0.298  -1.852  -0.072
O  -0.017  0.893  -2.454  -0.020
O  0.040  -2.077  -1.150  -0.078
C  -0.576  -3.122  -1.845  -0.634
I  -1.230  -2.708  -3.916  0.751
H  1.079  -4.192  2.148  0.063
H  -0.238  -5.157  3.080  0.068
H  -0.459  -3.438  2.671  0.084
H  -1.202  -3.799  0.560  0.099
H  -1.671  -5.370  1.253  0.117
H  1.482  -4.020  0.151  0.118
H  1.836  -5.514  -0.757  0.135
H  0.404  -4.897  -2.680  0.126
H  2.277  -1.643  -0.936  0.102
H  -1.507  -3.523  -1.399  0.069
C  4.076  1.591  3.771  -0.110
O  4.998  0.516  3.765  -0.189
C  5.326  0.016  5.056  -0.216
C  4.668  -1.334  5.322  -0.215
N  3.225  -1.205  5.501  -0.055
C  2.475  -2.461  5.416  -0.192
C  2.620  -3.330  4.159  -0.219
O  2.019  -2.795  2.992  -0.252
C  2.763  -1.765  2.353  -0.056
H  4.108  2.062  2.788  0.093
H  3.055  1.240  3.939  0.071
H  4.338  2.340  4.524  0.085
H  5.093  0.740  5.845  0.118
H  6.410  -0.131  5.058  0.117
H  5.103  -1.771  6.228  0.119
H  4.915  -1.986  4.478  0.099
H  2.859  -0.571  4.805  0.062
H  1.419  -2.195  5.509  0.121
H  2.726  -3.069  6.292  0.112
H  2.080  -4.262  4.356  0.117
H  3.656  -3.626  3.961  0.114
H  3.840  -1.946  2.391  0.093
H  2.519  -0.796  2.794  0.073
H  2.457  -1.725  1.306  0.073
C  -5.926  6.070  -4.486  -0.119
O  -4.683  5.840  -5.120  -0.193
C  -3.563  6.391  -4.430  -0.214
C  -2.734  5.312  -3.741  -0.214
N  -3.433  4.744  -2.593  -0.058
C  -2.873  3.483  -2.087  -0.184
C  -2.710  2.300  -3.049  -0.216
O  -3.930  1.692  -3.459  -0.174
C  -4.639  2.390  -4.462  -0.108
H  -6.714  5.859  -5.210  0.087
H  -6.069  5.402  -3.633  0.070
H  -6.024  7.110  -4.160  0.085
H  -3.864  7.177  -3.728  0.117
H  -2.937  6.859  -5.195  0.117
H  -1.789  5.751  -3.403  0.122
H  -2.504  4.550  -4.493  0.100
H  -4.399  4.584  -2.840  0.058
H  -3.533  3.159  -1.278  0.119
H  -1.901  3.700  -1.633  0.118
H  -2.173  1.525  -2.503  0.097
H  -2.084  2.535  -3.915  0.115
H  -3.973  2.851  -5.196  0.087
H  -5.293  3.142  -4.010  0.064
H  -5.282  1.678  -4.982  0.086

Force components x, y, z for each atom (eV/Å):
-0.5 0.3 -0.4
-0.7 -0.1 1.4
0.1 0.9 0.2
1.0 -0.2 -1.4
-1.8 1.1 -1.0
0.3 -0.7 0.2
0.3 -0.3 0.9
-0.3 -0.2 -0.5
-0.2 -0.3 -0.7
0.3 0.6 0.2
-1.5 -0.5 -0.8
1.8 -0.8 1.7
-0.1 0.1 0.1
-1.7 -0.7 0.1
0.5 0.3 -0.5
0.5 -0.7 -0.2
0.5 -0.6 -0.1
0.6 0.4 -0.4
-0.6 -0.3 -0.3
-0.5 0.5 0.2
0.7 0.3 0.6
0.0 -0.2 0.6
0.6 0.6 -0.1
0.1 -0.1 -0.2
-0.1 0.3 0.3
0.2 -0.4 -0.1
-0.3 0.3 -0.1
0.1 -0.1 -0.1
0.0 0.2 -0.1
-0.3 -0.1 0.0
1.0 0.6 0.5
-0.3 0.1 -0.2
0.0 -0.1 0.0
-0.1 0.1 0.1
0.0 0.0 0.0
-0.2 0.0 -0.1
0.0 0.0 0.0
0.0 0.0 0.0
0.2 0.0 0.0
0.0 0.0 0.0
0.0 -0.1 0.0
0.1 -0.1 0.0
0.0 0.0 0.0
0.1 0.2 0.0
0.0 0.0 0.1
0.2 0.1 0.0
0.0 -0.1 0.0
0.1 -0.2 -0.2
-0.2 0.3 0.3
0.5 -0.2 -0.2
-0.4 0.0 0.1
0.0 0.0 -0.1
-0.2 0.0 -0.1
0.0 -0.2 0.4
0.0 0.2 -0.2
-0.1 -0.3 0.3
0.1 0.0 0.0
-0.1 0.1 0.1
0.0 0.0 0.1
-0.1 -0.1 0.0
0.0 0.0 0.0
0.0 0.0 0.0
0.1 0.1 -0.1
0.0 0.0 -0.1
0.1 0.0 0.0
0.0 -0.1 -0.1
-0.1 0.0 -0.1
-0.1 0.1 -0.1
0.0 0.1 0.0
0.0 0.2 -0.2
0.1 -0.1 0.0

=====

The following is a quantum chemistry calculation of a molecular structure, C14H21BrF5N5NaO2 at a distorted geometry, from the OMol25 dataset.

* LUMO: 2.2381 eV
* molecular weight: 489.24 u
* charge: -1

Each line ends with the Löwdin charge.
Geometry (Å):
Na  0.707  -0.040  -0.519  0.289
N  1.000  -2.482  -0.162  0.024
C  0.285  -3.515  0.565  -0.256
C  -1.227  -3.294  0.545  -0.202
N  -1.642  -1.935  0.845  -0.167
C  -3.051  -1.715  0.573  -0.212
C  -3.437  -1.806  -0.898  -0.281
N  -2.732  -0.923  -1.813  0.030
C  -1.315  -1.533  2.209  -0.199
C  -1.089  -0.040  2.371  -0.239
N  0.158  0.373  1.736  0.010
H  0.968  -2.599  -1.169  0.082
H  1.991  -2.415  0.059  0.061
H  0.650  -3.514  1.594  0.100
H  0.465  -4.530  0.191  0.104
H  -1.696  -4.022  1.233  0.121
H  -1.593  -3.545  -0.454  0.106
H  -3.303  -0.713  0.928  0.112
H  -3.685  -2.419  1.150  0.117
H  -4.509  -1.600  -0.961  0.106
H  -3.326  -2.834  -1.250  0.091
H  -2.831  0.051  -1.551  0.043
H  -1.733  -1.093  -1.770  0.053
H  -0.404  -2.042  2.528  0.107
H  -2.104  -1.861  2.908  0.118
H  -1.131  0.199  3.440  0.107
H  -1.901  0.515  1.896  0.108
H  0.973  0.043  2.244  0.089
H  0.229  1.384  1.680  0.048
Br  2.585  3.766  2.401  0.681
C  3.120  3.085  0.690  -0.737
C  3.561  3.978  -0.268  -0.118
C  3.898  3.448  -1.504  -0.061
C  3.766  2.091  -1.727  -0.007
C  3.344  1.290  -0.677  -0.184
N  3.032  1.786  0.529  0.115
C  3.123  -0.211  -0.850  -0.681
O  2.329  -0.505  -1.788  -0.068
O  3.644  -0.964  -0.013  -0.005
H  3.612  5.036  -0.058  0.092
H  4.237  4.105  -2.296  0.106
H  3.951  1.645  -2.694  0.120
F  0.451  2.722  -1.979  -0.057
C  -0.519  2.105  -1.157  -0.242
F  -0.288  2.760  0.111  -0.104
C  -1.804  2.786  -1.604  -0.628
F  -2.849  2.396  -0.833  0.089
F  -2.112  2.449  -2.869  0.111
F  -1.799  4.137  -1.560  0.106

Force components x, y, z for each atom (eV/Å):
-1.3 0.1 0.3
0.1 -0.1 -0.2
0.1 0.2 0.0
-0.1 0.0 0.0
0.1 0.0 0.1
0.0 0.1 0.1
0.0 0.0 -0.1
0.1 -0.1 0.0
0.0 -0.1 0.0
0.1 0.1 -0.2
0.1 0.1 0.3
-0.1 -0.1 0.0
0.0 0.0 0.1
0.0 0.0 0.0
0.0 -0.1 0.0
0.0 0.0 0.0
0.1 0.0 0.0
0.0 0.0 0.0
0.0 0.0 0.0
0.0 0.1 0.0
0.0 0.0 0.0
-0.1 0.0 0.1
-0.1 -0.1 0.0
0.0 0.0 -0.1
0.0 0.0 0.0
0.0 0.0 0.1
0.0 0.0 0.0
-0.1 0.0 0.1
0.0 0.0 -0.1
0.0 0.0 -0.1
0.0 -0.1 0.0
0.0 0.1 0.0
0.0 0.1 0.0
0.0 0.0 0.0
0.0 -0.1 0.1
-0.1 0.1 -0.1
0.2 -0.2 0.0
0.8 -0.1 -0.3
0.0 0.0 -0.1
0.0 0.0 0.0
0.0 0.0 0.0
0.0 0.0 0.0
0.0 0.0 0.0
0.1 0.1 0.2
0.0 0.0 -0.1
0.2 -0.1 0.0
-0.1 -0.1 0.1
-0.1 0.0 -0.1
-0.1 0.2 0.0

=====

The following is a quantum chemistry calculation of C4H4S in the gas phase at a distorted geometry, from the OMol25 dataset.

* LUMO: -0.1132 eV
* molecular weight: 84.14 u
* structure (SMILES): S=CC1C=C1
* energy above the lowest of the compared OMol25 structures with the same formula, charge and spin: 3.710 eV

Each line ends with the Löwdin charge.
Geometry (Å):
S  -1.722  1.935  -0.869  0.701
C  -1.310  0.546  -0.242  -0.689
C  0.161  0.342  -0.055  -0.393
C  1.031  -0.828  -0.338  -0.033
C  0.821  -0.678  0.928  0.036
H  -1.956  -0.425  -0.207  0.100
H  0.639  1.381  -0.161  0.101
H  1.720  -1.370  -0.972  0.100
H  0.617  -0.902  1.916  0.076

Force components x, y, z for each atom (eV/Å):
-1.4 1.2 -0.2
0.9 -3.4 -1.0
1.1 1.9 0.8
0.8 -0.8 1.0
-1.5 1.1 -2.4
0.8 1.9 0.3
-0.5 -1.6 0.4
-0.6 0.1 -0.5
0.4 -0.5 1.7

=====

The following is a quantum chemistry calculation of a molecular structure, C20H24Br2N4O4V at a distorted geometry, from the OMol25 dataset.

* LUMO: -13.9232 eV
* molecular weight: 595.19 u
* charge: +3

Each line ends with the Löwdin charge.
Geometry (Å):
C  5.174  -1.785  -2.485  -0.087
C  4.494  -0.312  -2.795  -0.198
O  3.133  -0.376  -3.353  -0.109
C  2.159  -0.305  -2.245  0.036
C  1.640  1.115  -1.546  0.049
C  2.231  2.505  -2.182  -0.102
C  2.515  3.702  -1.098  -0.194
N  3.353  3.645  -0.012  0.079
C  0.583  0.976  -0.301  0.084
O  0.092  2.206  0.406  -0.095
C  -0.911  2.893  -0.435  -0.099
C  -2.276  3.030  0.486  -0.339
C  -1.916  3.872  1.877  -0.064
O  -3.217  3.874  -0.277  -0.078
C  0.010  -0.491  0.242  0.033
N  -0.941  -0.453  1.404  0.177
C  -1.394  -1.818  1.838  -0.043
C  -2.416  -1.886  3.150  -0.594
Br  -1.368  -1.011  4.665  0.730
C  -3.787  -0.991  2.952  -0.673
C  -4.927  -1.619  3.996  -0.139
Br  -3.438  0.913  3.564  0.642
C  -0.921  -3.171  1.068  -0.097
N  -1.486  -4.501  1.610  0.147
C  -2.429  -4.841  0.638  0.006
O  -3.421  -5.274  -0.189  0.091
N  0.020  -3.277  -0.099  0.098
C  0.472  -1.888  -0.452  -0.224
C  1.576  -1.767  -1.701  -0.100
C  2.058  -3.190  -2.435  -0.017
H  6.306  -1.672  -2.125  0.128
H  5.239  -2.479  -3.454  0.111
H  4.632  -2.399  -1.645  0.074
H  5.175  0.181  -3.641  0.173
H  4.602  0.336  -1.825  0.149
H  3.254  2.253  -2.722  0.136
H  1.504  2.910  -3.038  0.158
H  1.970  4.743  -1.303  0.141
H  3.305  4.611  0.433  0.080
H  -1.070  2.271  -1.424  0.150
H  -0.530  3.986  -0.636  0.157
H  -2.742  1.989  0.768  0.112
H  -2.919  4.408  2.222  0.116
H  -1.512  3.154  2.732  0.071
H  -1.129  4.726  1.629  0.109
H  -4.148  3.617  0.011  0.136
H  -2.674  -3.004  3.449  0.130
H  -4.204  -0.979  1.855  0.114
H  -5.595  -0.766  4.482  0.100
H  -4.324  -2.124  4.879  0.094
H  -5.630  -2.417  3.456  0.114
H  2.812  -3.019  -3.314  0.127
H  2.385  -4.001  -1.653  0.150
H  1.061  -3.611  -2.938  0.065
V  -0.430  -2.492  -2.492  1.188

Force components x, y, z for each atom (eV/Å):
0.3 -0.6 -0.3
4.3 -0.4 0.3
-3.7 0.3 4.6
-0.4 1.4 0.8
-0.5 -3.1 0.2
0.3 0.1 0.2
1.7 1.3 3.0
-3.8 0.6 -4.5
0.8 2.1 -0.8
1.7 -5.5 -2.8
-1.6 1.3 -0.8
-0.1 1.0 1.0
0.0 -0.1 -0.3
0.0 -2.1 1.1
-1.1 -1.5 1.7
2.2 -4.8 -3.3
1.3 1.3 -0.7
0.3 0.2 -1.0
0.0 -1.8 -1.3
-1.2 -0.7 0.7
0.2 -0.1 0.3
-0.9 -1.0 -1.2
1.1 -0.4 -1.6
-3.8 1.6 -6.6
-4.1 -2.6 -2.0
9.1 4.1 7.4
-3.0 5.1 3.9
1.1 1.7 -1.3
-2.0 -0.6 -0.2
-0.4 1.6 1.1
-2.6 0.1 -0.8
-0.3 1.7 2.0
0.9 1.3 -1.5
-1.8 -0.9 1.8
-0.7 -1.1 -1.9
-2.1 0.3 1.2
1.4 -1.0 2.0
1.0 -2.5 0.0
0.2 -1.4 -0.6
0.1 1.5 1.9
-0.7 -2.3 0.2
1.0 1.9 -0.7
2.2 -1.3 -0.7
-0.8 1.6 -1.9
-1.7 -1.9 0.6
1.8 0.5 -0.6
0.8 2.5 -0.8
1.1 0.1 2.1
1.5 -1.8 -1.3
-1.4 0.9 -1.8
1.7 1.8 1.2
-1.5 -0.2 1.8
-0.7 1.6 -1.5
1.2 0.0 0.2
1.8 0.3 1.3

=====

Frontier orbital gap / eV: 7.841, 6.864, 8.465, 2.906